(1)
Density functional theory data (ωB97M-V/def2-TZVPD) for a cluster of 16 separate species, C49H126Cl2F18N9O21PS4 in total.

```
230
C49H126Cl2F18N9O21PS4 (ωB97M-V/def2-TZVPD)
C -0.649 5.870 4.454
N -1.014 4.537 4.846
C -2.207 4.047 4.115
C 0.067 3.483 4.519
C -1.308 4.637 6.329
C -1.840 3.313 6.999
O -3.258 3.231 6.991
H 0.293 6.140 4.947
H -1.432 6.547 4.739
H -0.472 5.930 3.363
H -2.313 2.989 4.234
H -2.081 4.251 3.072
H -3.095 4.542 4.495
H 1.040 3.709 4.940
H 0.152 3.633 3.470
H -0.288 2.523 4.864
H -1.955 5.516 6.534
H -0.274 4.845 6.754
H -1.442 3.434 8.018
H -1.465 2.437 6.553
H -3.482 2.469 6.521
C 1.823 -2.792 -7.059
N 2.927 -2.064 -6.236
C 4.076 -1.769 -7.172
C 2.415 -0.923 -5.427
C 3.381 -3.120 -5.194
C 4.226 -2.570 -4.082
O 5.340 -1.834 -4.464
H 1.069 -3.134 -6.433
H 2.218 -3.656 -7.568
H 1.465 -2.038 -7.822
H 3.725 -1.174 -8.084
H 4.549 -2.695 -7.462
H 4.693 -1.080 -6.625
H 3.263 -0.665 -4.778
H 1.593 -1.292 -4.767
H 1.973 -0.093 -6.009
H 3.768 -3.938 -5.794
H 2.447 -3.469 -4.719
H 4.457 -3.471 -3.539
H 3.556 -2.095 -3.326
H 5.897 -1.626 -3.702
C -4.303 -1.711 4.978
N -5.118 -1.063 3.933
C -6.253 -1.970 3.496
C -5.700 0.222 4.433
C -4.194 -0.836 2.779
C -4.783 0.095 1.679
O -4.083 1.357 1.702
H -4.887 -2.105 5.796
H -3.690 -0.926 5.402
H -3.677 -2.427 4.562
H -7.044 -2.111 4.202
H -5.900 -2.987 3.130
H -6.743 -1.486 2.646
H -6.377 0.101 5.309
H -6.333 0.724 3.695
H -4.853 0.823 4.500
H -3.953 -1.847 2.540
H -3.327 -0.269 3.191
H -5.877 0.324 1.861
H -4.751 -0.291 0.663
H -4.577 1.846 1.098
C -2.378 6.529 -3.321
N -1.732 6.018 -2.058
C -0.620 5.106 -2.516
C -1.100 7.111 -1.326
C -2.657 5.413 -1.068
C -3.722 4.524 -1.601
O -3.186 3.354 -2.167
H -2.837 5.694 -3.919
H -1.587 6.908 -3.932
H -3.152 7.340 -3.157
H -0.955 4.301 -3.103
H -0.052 4.725 -1.640
H 0.041 5.727 -3.166
H -1.780 7.956 -1.028
H -0.344 7.572 -1.950
H -0.661 6.725 -0.378
H -3.121 6.251 -0.578
H -2.050 4.989 -0.320
H -4.500 4.997 -2.255
H -4.316 4.325 -0.684
H -4.010 2.957 -2.545
C -0.816 1.895 0.876
N -0.643 0.614 0.154
C -1.683 0.473 -0.792
C 0.715 0.630 -0.545
C -0.711 -0.618 1.126
C 0.587 -1.011 1.854
O 0.921 -0.087 2.897
H -0.117 1.793 1.669
H -1.754 1.838 1.387
H -0.771 2.813 0.289
H -2.648 0.271 -0.240
H -1.363 -0.228 -1.560
H -1.765 1.501 -1.292
H 1.535 0.734 0.152
H 0.837 1.541 -1.119
H 0.874 -0.191 -1.289
H -1.020 -1.483 0.575
H -1.516 -0.429 1.850
H 1.443 -0.962 1.193
H 0.455 -2.048 2.148
H 0.180 0.063 3.555
C 5.548 4.945 -3.021
N 5.117 5.513 -1.633
C 5.451 4.521 -0.527
C 6.038 6.658 -1.434
C 3.623 5.837 -1.660
C 3.141 6.665 -0.510
O 3.277 6.040 0.769
H 5.262 5.648 -3.766
H 5.172 3.928 -3.195
H 6.617 4.967 -3.065
H 5.028 3.508 -0.751
H 5.019 4.997 0.340
H 6.531 4.572 -0.401
H 5.982 7.002 -0.384
H 5.728 7.432 -2.119
H 7.088 6.367 -1.512
H 3.204 4.802 -1.698
H 3.560 6.284 -2.629
H 2.103 6.907 -0.706
H 3.623 7.683 -0.478
H 2.432 5.517 0.822
C 4.074 0.358 3.874
N 5.458 0.043 3.290
C 5.334 -0.047 1.842
C 6.344 1.126 3.864
C 5.964 -1.304 3.762
C 7.360 -1.801 3.251
O 7.497 -1.776 1.906
H 4.125 -0.061 4.903
H 3.254 -0.128 3.369
H 4.032 1.413 3.784
H 6.324 -0.022 1.402
H 4.816 0.849 1.630
H 4.881 -0.903 1.493
H 5.996 2.076 3.548
H 7.301 0.967 3.391
H 6.405 0.928 4.915
H 5.298 -2.086 3.499
H 6.104 -1.279 4.864
H 7.487 -2.838 3.613
H 8.199 -1.221 3.733
H 6.943 -2.521 1.521
C -0.799 -7.625 2.395
N 0.537 -6.828 2.408
C 0.862 -6.499 0.905
C 0.428 -5.569 3.216
C 1.634 -7.585 3.135
C 2.091 -8.870 2.582
O 1.094 -9.822 2.658
H -1.299 -7.556 3.330
H -0.576 -8.652 2.058
H -1.395 -7.073 1.617
H 1.747 -5.935 0.806
H -0.006 -5.947 0.636
H 0.857 -7.379 0.294
H -0.417 -4.978 2.832
H 1.372 -4.977 3.182
H 0.317 -5.969 4.194
H 1.197 -7.785 4.133
H 2.406 -6.839 3.226
H 2.957 -9.106 3.122
H 2.372 -8.889 1.468
H 1.508 -10.662 2.778
C -4.242 -2.913 -5.176
N -4.546 -2.928 -3.711
C -4.419 -4.324 -3.093
C -3.523 -2.097 -3.051
C -5.911 -2.459 -3.324
C -6.348 -1.243 -4.102
O -6.661 -1.663 -5.412
H -3.232 -3.334 -5.234
H -4.254 -1.852 -5.511
H -5.020 -3.467 -5.754
H -4.686 -4.099 -2.029
H -3.440 -4.733 -3.133
H -5.177 -4.918 -3.607
H -3.937 -1.077 -3.330
H -2.568 -2.280 -3.515
H -3.461 -2.238 -1.960
H -5.774 -2.222 -2.258
H -6.562 -3.271 -3.529
H -5.475 -0.582 -4.099
H -7.237 -0.771 -3.656
H -7.598 -1.547 -5.605
Cl 0.506 5.158 1.126
Cl -1.645 0.500 4.548
P -2.947 -4.139 0.734
F -4.327 -4.648 0.190
F -3.552 -3.931 2.272
F -2.559 -5.657 1.135
F -1.473 -3.570 1.427
F -2.187 -4.229 -0.683
F -3.377 -2.593 0.342
C 0.648 -3.469 -2.357
F 1.909 -3.271 -2.537
F 0.550 -4.303 -1.349
F 0.093 -2.231 -2.100
S -0.117 -4.071 -3.903
O -1.395 -4.638 -3.573
O -0.063 -2.828 -4.647
O 0.889 -5.059 -4.270
C -8.012 1.380 -0.973
F -8.201 0.619 0.064
F -8.478 0.788 -2.058
F -8.743 2.478 -0.771
S -6.178 1.747 -1.331
O -5.705 0.446 -1.697
O -6.168 2.813 -2.355
O -5.718 2.223 -0.005
C 2.147 2.888 -4.006
F 2.589 2.870 -5.219
F 2.243 4.163 -3.535
F 0.805 2.603 -3.983
S 3.172 1.746 -2.780
O 2.544 0.444 -2.809
O 4.491 1.914 -3.390
O 2.990 2.457 -1.520
C 4.529 -4.411 0.137
F 5.148 -3.294 -0.400
F 3.260 -4.482 -0.271
F 5.168 -5.458 -0.351
S 4.557 -4.413 2.002
O 3.762 -5.620 2.109
O 5.968 -4.448 2.381
O 3.887 -3.154 2.367
```

Charge: +2
Orbital gap (eV): 9.4910
E_tot (a.u.): -8667.0873
Energy above the lowest of the compared OMol25 structures with the same formula, charge and spin (kcal per mole): 8.5
LUMO level (eV): -3.049



(2)
Density functional theory data (ωB97M-V/def2-TZVPD) for a cluster of 2 separate species, C20H24N2O2 in total.

```
48
C20H24N2O2 (ωB97M-V/def2-TZVPD)
C 0.249 -3.663 -4.089
C -0.425 -2.426 -3.591
C -1.723 -2.499 -3.077
C -2.368 -1.373 -2.584
C -1.714 -0.112 -2.582
C -2.277 1.068 -2.014
N -3.518 1.102 -1.441
O -4.008 2.203 -1.035
O -4.184 0.029 -1.313
C -0.405 -0.046 -3.149
C 0.220 -1.179 -3.649
H 1.312 -3.483 -4.264
H 0.142 -4.476 -3.363
H -0.196 -4.012 -5.028
H -2.239 -3.461 -3.061
H -3.365 -1.433 -2.166
H -1.759 2.024 -2.073
H 0.080 0.932 -3.160
H 1.219 -1.112 -4.088
C 3.315 3.017 1.865
C 2.282 3.390 0.807
C 1.725 2.158 0.090
N 1.257 1.139 1.044
C 0.156 0.442 0.777
C -0.558 -0.351 1.736
C -0.454 -0.096 3.136
C -1.024 -0.959 4.065
C -1.793 -2.049 3.636
C -2.004 -2.256 2.263
C -1.406 -1.420 1.327
C 2.267 0.751 2.040
C 2.753 1.969 2.817
H 4.211 2.616 1.377
H 3.609 3.907 2.427
H 1.453 3.929 1.284
H 2.724 4.059 0.063
H 0.892 2.443 -0.566
H 2.529 1.720 -0.526
H -0.217 0.509 -0.253
H 0.094 0.784 3.479
H -0.863 -0.776 5.129
H -2.236 -2.725 4.367
H -2.638 -3.081 1.929
H -1.560 -1.570 0.256
H 1.881 -0.005 2.727
H 3.131 0.325 1.502
H 3.513 1.649 3.539
H 1.920 2.398 3.390
```

Orbital gap (eV): 3.7357
E_tot (a.u.): -1036.3188
Energy above the lowest of the compared OMol25 structures with the same formula, charge and spin (kcal per mole): 162.4
LUMO level (eV): -2.013



(3)
Density functional theory data (ωB97M-V/def2-TZVPD) for a structure of composition C14H11CeClN2O2.

```
31
C14H11CeClN2O2 (ωB97M-V/def2-TZVPD)
Cl 2.627 -1.070 1.714
C 0.668 0.768 -2.448
C -0.713 0.292 -2.543
C -0.709 -1.127 -2.196
H -1.566 0.878 -2.824
C 0.663 -1.513 -1.903
C 1.491 -0.342 -2.052
H 2.570 -0.339 -1.881
H 1.000 1.770 -2.677
H -1.562 -1.790 -2.180
C 1.117 -2.879 -1.527
Ce -0.200 0.172 -0.262
C -0.544 -1.685 1.847
O -0.722 -2.295 2.819
C 1.444 1.928 1.351
O 1.768 2.651 2.182
H 0.367 -3.391 -0.909
H 2.045 -2.819 -0.954
H 1.289 -3.490 -2.415
N -3.394 1.161 5.707
C -3.031 1.540 4.675
C -2.556 2.003 3.356
C -2.426 3.375 3.078
C -1.970 3.765 1.826
C -1.547 2.774 0.938
N -1.579 1.434 1.235
C -2.197 1.061 2.394
H -2.698 4.109 3.851
H -1.906 4.816 1.542
H -1.130 3.027 -0.045
H -2.352 -0.003 2.549
```

Charge: +2
Orbital gap (alpha / beta) (eV): 5.1687 / 5.1505
E_tot (a.u.): -1734.6568
Energy above the lowest of the compared OMol25 structures with the same formula, charge and spin (kcal per mole): 74.8
LUMO level (alpha / beta) (eV): -10.336 / -10.353



(4)
Density functional theory data (ωB97M-V/def2-TZVPD) for a cluster of 9 separate species, C43H51BN11O2 in total.

```
108
C43H51BN11O2 (ωB97M-V/def2-TZVPD)
C -1.414 -2.847 3.698
N -1.429 -2.064 2.447
C -2.121 -2.316 1.363
N -1.883 -1.611 0.209
N -3.056 -3.329 1.404
C -2.925 -4.275 0.248
B -4.471 -2.880 1.695
O -4.837 -2.847 3.024
O -5.260 -2.612 0.622
H -1.106 -2.148 4.484
H -0.647 -3.630 3.598
H -2.374 -3.313 3.930
H -0.795 -1.261 2.426
H -2.593 -0.936 -0.054
H -0.960 -1.181 0.158
H -3.103 -5.282 0.645
H -1.914 -4.245 -0.168
H -3.634 -4.059 -0.559
H -4.837 -1.972 3.467
H -5.789 -1.811 0.575
N -4.513 -0.675 5.287
C -3.945 -1.635 6.022
C -3.581 -1.481 7.349
C -3.841 -0.264 7.962
C -4.453 0.735 7.220
C -4.769 0.486 5.893
H -3.761 -2.572 5.509
H -3.117 -2.297 7.885
H -3.578 -0.100 8.999
H -4.681 1.698 7.656
H -5.243 1.253 5.292
N -1.724 -5.487 -2.490
C -1.126 -4.749 -3.425
C -0.501 -5.286 -4.541
C -0.493 -6.664 -4.697
C -1.111 -7.443 -3.731
C -1.710 -6.810 -2.652
H -1.149 -3.674 -3.279
H -0.034 -4.634 -5.267
H -0.015 -7.121 -5.554
H -1.133 -8.521 -3.807
H -2.203 -7.397 -1.884
N -0.267 -0.180 5.655
C 0.984 0.099 6.010
C 1.565 1.318 5.691
C 0.802 2.294 5.067
C -0.528 2.031 4.791
C -0.997 0.758 5.058
H 1.567 -0.706 6.442
H 2.623 1.481 5.854
H 1.256 3.223 4.749
H -1.158 2.756 4.292
H -2.005 0.473 4.767
N 0.968 -0.376 1.565
C 1.679 -0.312 0.435
C 3.053 -0.098 0.405
C 3.729 0.065 1.609
C 2.999 0.002 2.787
C 1.635 -0.223 2.712
H 1.122 -0.440 -0.486
H 3.573 -0.057 -0.544
H 4.795 0.244 1.613
H 3.475 0.114 3.752
H 1.035 -0.279 3.611
N -0.347 -0.156 -2.374
C -1.174 0.831 -2.022
C -1.565 1.848 -2.877
C -1.063 1.849 -4.171
C -0.197 0.836 -4.550
C 0.129 -0.139 -3.618
H -1.534 0.811 -0.996
H -2.228 2.639 -2.552
H -1.345 2.637 -4.858
H 0.226 0.796 -5.544
H 0.805 -0.946 -3.878
N 5.451 1.909 -0.372
C 6.768 2.101 -0.444
C 7.347 3.219 -1.027
C 6.517 4.190 -1.566
C 5.145 4.002 -1.496
C 4.663 2.850 -0.889
H 7.394 1.323 -0.020
H 8.424 3.320 -1.057
H 6.931 5.075 -2.030
H 4.455 4.729 -1.904
H 3.595 2.670 -0.820
N -2.188 5.166 -3.327
C -3.413 5.665 -3.496
C -3.660 6.976 -3.877
C -2.580 7.817 -4.094
C -1.301 7.311 -3.921
C -1.158 5.985 -3.539
H -4.240 4.985 -3.322
H -4.677 7.322 -4.001
H -2.732 8.846 -4.393
H -0.427 7.928 -4.079
H -0.170 5.560 -3.398
N 3.935 -0.365 -3.214
C 3.633 -1.422 -3.969
C 3.987 -1.538 -5.305
C 4.693 -0.501 -5.896
C 5.013 0.604 -5.123
C 4.617 0.622 -3.793
H 3.078 -2.218 -3.482
H 3.714 -2.424 -5.863
H 4.987 -0.554 -6.937
H 5.563 1.439 -5.536
H 4.857 1.473 -3.165
```

Charge: +1
Orbital gap (eV): 9.4304
E_tot (a.u.): -2446.6908
LUMO level (eV): -1.935



(5)
Density functional theory data (ωB97M-V/def2-TZVPD) for a cluster of 2 separate species, C4H11NO in total.

```
17
C4H11NO (ωB97M-V/def2-TZVPD)
C 2.277 0.665 2.149
C 1.972 -0.016 0.990
O 1.437 0.670 0.013
H 2.396 0.223 3.120
H 2.239 1.685 2.205
H 1.881 -1.156 0.976
H 0.431 0.420 -0.086
C -1.567 -0.612 0.201
N -1.032 0.379 -0.725
C -0.812 -0.146 -2.152
H -0.717 -1.037 0.877
H -2.206 -1.345 -0.311
H -2.149 -0.158 0.929
H -1.715 1.098 -0.873
H -1.801 -0.296 -2.621
H -0.350 0.702 -2.725
H -0.284 -1.078 -1.968
```

Orbital gap (eV): 8.8861
E_tot (a.u.): -288.9049
Energy above the lowest of the compared OMol25 structures with the same formula, charge and spin (kcal per mole): 70.3
LUMO level (eV): 0.824



(6)
Density functional theory data (ωB97M-V/def2-TZVPD) for a cluster of 2 separate species, H4O2 in total.

```
6
H4O2 (ωB97M-V/def2-TZVPD)
O -0.737 0.856 1.381
H 0.047 0.872 1.986
H -0.569 -0.005 0.977
O 0.802 -0.449 -1.585
H 0.508 -0.885 -0.697
H -0.051 -0.388 -2.062
```

Orbital gap (eV): 12.0764
E_tot (a.u.): -152.8581
Energy above the lowest of the compared OMol25 structures with the same formula, charge and spin (kcal per mole): 10.6
LUMO level (eV): 0.439



(7)
Density functional theory data (ωB97M-V/def2-TZVPD) for a structure of composition C22H24N4OP2Zr.

```
54
C22H24N4OP2Zr (ωB97M-V/def2-TZVPD)
C 0.918 -4.133 -3.180
C 0.699 -2.768 -2.989
C -0.626 -2.350 -2.687
C -1.679 -3.311 -2.650
C -1.367 -4.696 -2.699
C -0.087 -5.101 -3.009
C -2.976 -2.839 -2.454
C -3.297 -1.506 -2.728
C -2.214 -0.568 -2.830
C -2.474 0.829 -3.022
C -3.812 1.215 -3.065
C -4.878 0.330 -2.859
C -4.625 -1.011 -2.672
H 1.916 -4.465 -3.469
H -2.160 -5.415 -2.495
H 0.149 -6.168 -3.097
H -3.766 -3.551 -2.250
H -4.036 2.256 -3.268
H -5.906 0.710 -2.839
H -5.430 -1.709 -2.479
N -0.951 -1.021 -2.430
Zr -0.308 -0.065 -0.397
C 1.810 -1.743 -3.027
H 1.596 -0.936 -3.739
H 2.732 -2.249 -3.322
C -1.349 1.864 -3.070
H -0.546 1.488 -3.718
H -1.760 2.790 -3.484
P 2.066 -0.953 -1.369
P -0.620 2.258 -1.421
C -1.935 3.293 -0.658
H -1.581 3.626 0.325
H -2.191 4.166 -1.275
H -2.819 2.661 -0.514
C 0.777 3.398 -1.758
H 0.488 4.317 -2.283
H 1.217 3.654 -0.787
H 1.529 2.859 -2.344
C 2.775 -2.436 -0.506
H 3.730 -2.773 -0.949
H 2.929 -2.185 0.553
H 2.053 -3.264 -0.550
C 3.609 0.046 -1.597
H 3.873 0.453 -0.608
H 4.466 -0.529 -1.998
H 3.385 0.892 -2.265
C -2.278 -1.040 0.124
O -2.508 0.197 0.364
H -3.038 -1.844 0.031
N 0.765 0.392 1.320
C 1.446 0.614 2.277
N 2.192 0.622 3.313
C 2.001 1.508 4.285
N 1.869 2.272 5.165
```

Charge: +2
Orbital gap (eV): 6.6853
E_tot (a.u.): -1876.2283
Energy above the lowest of the compared OMol25 structures with the same formula, charge and spin (kcal per mole): 0.0
LUMO level (eV): -7.924